1.
Here is one molecule with the formula C6H9N3O4 from OMol25. Energies are from wB97M-V/def2-TZVPD.

Last columns: bonded neighbours and bond lengths (Å).
Positions of all 22 atoms, in Å:
1 O 2.298 -0.387 -1.454  N2 1.206
2 N 1.515 0.500 -1.220  O1 1.206, O3 1.217, C4 1.563
3 O 1.495 1.683 -1.506  N2 1.217
4 C 0.229 -0.037 -0.511  N2 1.563, C5 1.455, C7 1.576, N9 1.479
5 C -0.091 -1.303 -1.151  C4 1.455, O6 1.433, H14 1.160, H15 1.142
6 O -0.136 -1.112 -2.570  C5 1.433, H16 0.996
7 C -0.877 1.024 -0.878  C4 1.576, O8 1.411, H17 1.210, H18 1.168
8 O -2.082 0.311 -0.707  C7 1.411, H19 0.954
9 N 0.374 -0.134 0.957  C4 1.479, C10 1.327, C13 1.416
10 C 0.763 0.869 1.734  N9 1.327, C11 1.346, H20 1.102
11 C 0.721 0.452 3.013  C10 1.346, N12 1.392, H21 1.062
12 N 0.117 -0.802 2.994  C11 1.392, C13 1.255
13 C -0.041 -1.185 1.809  N9 1.416, N12 1.255, H22 1.091
14 H -1.170 -1.675 -0.941  C5 1.160
15 H 0.590 -2.189 -0.910  C5 1.142
16 H -1.072 -0.953 -2.873  O6 0.996
17 H -0.594 1.423 -1.984  C7 1.210
18 H -0.774 1.912 -0.127  C7 1.168
19 H -2.766 0.964 -0.583  O8 0.954
20 H 1.055 1.859 1.348  C10 1.102
21 H 0.909 0.953 3.930  C11 1.062
22 H -0.464 -2.175 1.631  C13 1.091

Its structure (SMILES) is O=[N+]([O-])C(CO)(CO)n1ccnc1. Its total charge is 0. The molar mass is 187.16 g mol⁻¹.

***

2.
Here is one molecule with the formula C6H9N3OSi2 from OMol25. Energies are from wB97M-V/def2-TZVPD.

Last columns: bonded neighbours and bond lengths (Å).
Positions of all 21 atoms, in Å:
1 C 0.592 1.811 0.773  Si2 1.903, H13 1.086, H14 1.085, H15 1.087
2 Si -0.010 0.023 0.523  C1 1.903, C3 1.903, C4 1.903, O5 1.631
3 C -1.705 -0.037 -0.341  Si2 1.903, H16 1.085, H17 1.086, H18 1.086
4 C 1.280 -1.030 -0.398  Si2 1.903, H19 1.086, H20 1.087, H21 1.085
5 O -0.219 -0.572 2.027  Si2 1.631, Si6 1.910
6 Si -0.214 -1.684 3.579  O5 1.910, C7 1.860, C9 1.857, C11 1.860
7 C -0.783 -3.368 3.032  Si6 1.860, N8 1.143
8 N -1.131 -4.395 2.670  C7 1.143
9 C -1.390 -0.878 4.770  Si6 1.857, N10 1.143
10 N -2.122 -0.404 5.509  C9 1.143
11 C 1.532 -1.745 4.218  Si6 1.860, N12 1.143
12 N 2.607 -1.782 4.604  C11 1.143
13 H 1.531 1.839 1.319  C1 1.086
14 H 0.748 2.312 -0.176  C1 1.085
15 H -0.131 2.394 1.336  C1 1.087
16 H -1.659 0.426 -1.321  C3 1.085
17 H -2.050 -1.059 -0.475  C3 1.086
18 H -2.460 0.489 0.236  C3 1.086
19 H 2.231 -1.038 0.126  C4 1.086
20 H 0.952 -2.061 -0.497  C4 1.087
21 H 1.459 -0.646 -1.397  C4 1.085

Its structure (SMILES) is C[Si](C)(C)O[Si](C#N)(C#N)C#N. Its total charge is 0. The molar mass is 195.33 g mol⁻¹.

***

3.
Here is an isolated ion of composition C6H9N4O4 and charge +1 from OMol25. Energies are from wB97M-V/def2-TZVPD.

Last columns: bonded neighbours and bond lengths (Å).
Positions of all 23 atoms, in Å:
1 C 0.567 -1.697 -0.760  N2 1.281, H15 1.029, H16 1.128
2 N 0.070 -0.875 0.088  C1 1.281, C3 1.445, C6 1.511
3 C 0.605 -0.621 1.406  N2 1.445, C4 1.535, N14 1.427, H17 1.210
4 C -0.557 0.097 2.107  C3 1.535, O5 1.463, H18 1.013, H19 1.157
5 O -1.269 0.727 0.995  C4 1.463, C6 1.391
6 C -0.922 0.214 -0.250  N2 1.511, O5 1.391, N7 1.439, O8 1.385
7 N -2.062 -0.314 -0.950  C6 1.439, H20 0.990, H21 0.999
8 O -0.235 1.112 -1.050  C6 1.385, C9 1.355
9 C 1.020 1.491 -0.705  O8 1.355, N10 1.335, C13 1.459
10 N 1.592 2.443 -1.446  C9 1.335, O11 1.210, O12 1.361
11 O 2.674 2.973 -1.340  N10 1.210
12 O 0.859 2.856 -2.516  N10 1.361, H22 0.980
13 C 1.862 1.171 0.443  C9 1.459, N14 1.266, H23 1.073
14 N 1.743 0.231 1.284  C3 1.427, C13 1.266
15 H 1.255 -2.367 -0.390  C1 1.029
16 H 0.218 -1.917 -1.810  C1 1.128
17 H 0.996 -1.605 1.993  C3 1.210
18 H -0.279 0.803 2.777  C4 1.013
19 H -1.375 -0.519 2.646  C4 1.157
20 H -1.901 -0.138 -1.911  N7 0.990
21 H -2.934 -0.255 -0.466  N7 0.999
22 H 1.085 3.724 -2.911  O12 0.980
23 H 2.812 1.626 0.644  C13 1.073

Its structure (SMILES) is C=[N+]1[C@@H]2CO[C@@]1(N)O/C(=[N+](/[O-])O)C=N2. Its total charge is +1. The molar mass is 201.16 g mol⁻¹.

***

ΔE to the lowest compared entry with this formula, charge and spin readings, ordered: 255.54; 2.08; 668.10 kJ/mol
E_LUMO readings, ordered: 0.001; -0.049; -0.189 Ha
HOMO-LUMO gap readings, ordered: 9.277; 9.287; 7.389 eV